[1]
C23H33F2N3O3Si | the ωB97M-V functional and the def2-TZVPD basis

Total charge = 0
LUMO = 0.1 eV
Structure (SMILES) = C[Si](C)(CCC(F)(F)OC(=O)OCCCN)c1ccccc1.c1cc[nH]c1.c1cc[nH]c1
HOMO level = -7.9377 eV

Each line ends with the Löwdin charge.
Cartesian coordinates (Å):
C: -0.973 -1.268 -3.558  -0.22
Si: -0.596 -0.545 -1.792  0.54
C: 1.033 -1.418 -1.231  -0.21
C: -0.347 1.335 -2.040  -0.24
C: -0.205 2.191 -0.688  -0.11
C: 1.338 2.407 -0.226  -0.40
F: 1.732 1.194 0.407  0.05
F: 1.279 3.405 0.816  0.03
O: 2.135 2.792 -1.340  0.10
C: 3.538 2.661 -1.096  -0.37
O: 4.067 1.522 -1.229  0.11
O: 4.424 3.722 -0.781  -0.01
C: 4.154 4.297 0.527  -0.17
C: 4.197 3.262 1.746  -0.16
C: 5.670 2.811 2.199  -0.25
N: 5.532 2.337 3.635  -0.05
C: -2.089 -1.034 -0.704  -0.22
C: -2.965 -0.088 0.155  -0.06
C: -4.136 -0.671 1.028  -0.08
C: -4.486 -2.192 1.082  -0.10
C: -3.641 -3.131 0.187  -0.06
C: -2.466 -2.563 -0.685  -0.06
H: -0.157 -0.984 -4.308  0.04
H: -1.038 -2.424 -3.542  0.04
H: -1.981 -0.841 -3.936  0.05
H: 1.147 -1.271 -0.106  0.04
H: 1.881 -0.917 -1.840  0.06
H: 0.938 -2.538 -1.471  0.05
H: -1.281 1.747 -2.588  0.10
H: 0.518 1.469 -2.784  0.10
H: -0.622 3.239 -0.868  0.13
H: -0.700 1.671 0.217  0.11
H: 3.189 4.935 0.516  0.13
H: 5.001 5.062 0.720  0.14
H: 3.569 2.319 1.608  0.10
H: 3.738 3.814 2.655  0.13
H: 6.367 3.716 2.223  0.11
H: 6.068 1.914 1.620  0.12
H: 6.307 1.688 3.869  0.07
H: 5.579 3.130 4.287  0.06
H: -2.768 1.031 0.158  0.07
H: -4.785 0.002 1.703  0.09
H: -5.320 -2.636 1.725  0.09
H: -3.868 -4.258 0.153  0.09
H: -1.908 -3.351 -1.306  0.09
C: 4.775 -2.488 2.858  -0.12
C: 4.257 -3.269 1.795  -0.11
C: 3.895 -2.404 0.791  -0.15
N: 4.172 -1.130 1.210  0.02
C: 4.713 -1.172 2.467  -0.14
H: 5.153 -2.848 3.804  0.09
H: 4.160 -4.344 1.767  0.09
H: 3.466 -2.584 -0.182  0.09
H: 4.003 -0.291 0.675  0.11
H: 5.005 -0.264 2.974  0.08
C: -8.946 -1.395 -2.084  -0.12
C: -8.994 -2.380 -1.068  -0.12
C: -7.775 -2.374 -0.434  -0.15
N: -6.992 -1.425 -1.034  0.01
C: -7.699 -0.820 -2.037  -0.14
H: -9.736 -1.135 -2.774  0.09
H: -9.828 -3.022 -0.825  0.09
H: -7.398 -2.962 0.389  0.09
H: -6.041 -1.205 -0.776  0.10
H: -7.256 -0.035 -2.631  0.10

Atoms 1-2, force components in eV/Å:
-0.479 -0.169 -0.456
0.349 -0.934 -1.217

***

[2]
C24H26ClFN4O5 | the ωB97M-V functional and the def2-TZVPD basis

Total charge = 0
LUMO = 0.4 eV
Energy relative to the best compared isomer or geometry (same formula, charge and spin) = 0.0 kJ/mol
Structure (SMILES) = CCCCn1c(N)c(N(Cc2ccccc2OC)C(=O)COc2ccc(F)cc2Cl)c(=O)[nH]c1=O
HOMO level = -8.4309 eV

Each line ends with the Löwdin charge.
Cartesian coordinates (Å):
C: 1.803 -1.177 -4.020  -0.10
C: 1.341 -0.230 -2.919  -0.27
C: 2.480 0.099 -1.958  -0.17
C: 2.083 1.031 -0.812  -0.14
N: 1.270 0.378 0.208  0.09
C: -0.102 0.406 0.226  -0.23
N: -0.772 0.949 -0.815  0.22
C: -0.795 -0.142 1.284  -0.13
N: -2.217 -0.137 1.275  0.02
C: -2.858 -1.352 0.768  -0.05
C: -2.568 -1.585 -0.687  -0.14
C: -3.399 -1.064 -1.664  -0.04
C: -3.152 -1.286 -3.008  -0.09
C: -2.064 -2.053 -3.378  -0.08
C: -1.215 -2.581 -2.420  -0.04
C: -1.449 -2.341 -1.070  -0.23
O: -0.653 -2.794 -0.059  -0.09
C: 0.485 -3.555 -0.378  -0.06
C: -2.962 0.745 1.977  -0.40
O: -4.173 0.714 2.015  0.08
C: -2.182 1.799 2.776  -0.05
O: -1.260 2.515 1.976  -0.07
C: 0.038 2.667 2.333  -0.30
C: 0.654 2.190 3.486  0.00
C: 2.004 2.395 3.710  0.01
C: 2.751 3.090 2.780  -0.28
F: 4.061 3.298 2.996  0.07
C: 2.177 3.593 1.625  -0.03
C: 0.830 3.375 1.416  -0.57
Cl: 0.082 3.995 -0.011  0.77
C: -0.124 -0.749 2.392  -0.43
O: -0.632 -1.176 3.410  0.08
N: 1.263 -0.790 2.226  0.22
C: 1.998 -0.260 1.208  -0.48
O: 3.205 -0.322 1.180  0.09
H: 0.980 -1.409 -4.690  0.06
H: 2.604 -0.726 -4.602  0.07
H: 2.176 -2.107 -3.596  0.07
H: 0.511 -0.686 -2.378  0.07
H: 0.973 0.692 -3.377  0.11
H: 2.883 -0.819 -1.526  0.11
H: 3.288 0.580 -2.512  0.12
H: 1.571 1.919 -1.184  0.09
H: 2.995 1.349 -0.299  0.12
H: -0.311 1.587 -1.439  0.08
H: -1.758 1.097 -0.666  0.12
H: -2.492 -2.196 1.360  0.14
H: -3.929 -1.223 0.931  0.13
H: -4.258 -0.484 -1.358  0.12
H: -3.810 -0.874 -3.757  0.10
H: -1.868 -2.250 -4.422  0.10
H: -0.377 -3.181 -2.736  0.10
H: 0.952 -3.797 0.576  0.10
H: 0.220 -4.483 -0.894  0.10
H: 1.192 -2.985 -0.990  0.09
H: -1.708 1.266 3.603  0.12
H: -2.912 2.509 3.180  0.14
H: 0.091 1.649 4.229  0.12
H: 2.475 2.019 4.604  0.13
H: 2.769 4.142 0.912  0.12
H: 1.795 -1.234 2.966  0.17

Atoms 1-2, force components in eV/Å:
-0.186 0.186 0.138
0.326 -0.208 0.032

***

[3]
C39H62BN6NdP2 | the ωB97M-V functional and the def2-TZVPD basis

Total charge = +2
LUMO (alpha / beta) = -5.2 / -5.0 eV
<S²> = 3.76
2S+1 = 4
HOMO level (alpha / beta) = -11.8811 / -11.8886 eV

Each line ends with the Löwdin charge.
Cartesian coordinates (Å):
Nd: -0.170 0.151 -1.086  1.60
C: -2.563 2.021 0.040  -0.12
C: -3.245 1.656 1.367  -0.68
C: -4.654 2.266 1.333  -0.09
C: -3.407 0.133 1.409  -0.12
P: -2.394 2.119 2.999  1.16
C: -0.605 1.710 2.632  -0.31
N: -0.285 0.306 2.509  -0.03
B: 0.018 -0.434 1.320  -0.60
N: 0.313 -1.768 1.788  -0.05
C: 0.740 -2.891 0.993  -0.29
P: -0.169 -2.825 -0.619  1.06
C: -1.666 -3.906 -0.319  -0.68
C: -1.314 -5.398 -0.270  -0.07
C: -2.715 -3.658 -1.402  -0.10
C: -2.268 -3.515 1.035  -0.07
C: 1.020 -3.541 -1.870  -0.70
C: 1.798 -4.783 -1.424  -0.06
C: 0.300 -3.837 -3.188  -0.08
C: 2.019 -2.397 -2.122  -0.12
C: 0.185 -1.810 3.181  -0.17
C: 0.385 -2.847 4.079  -0.01
C: 0.159 -2.591 5.424  -0.08
C: -0.241 -1.330 5.856  -0.07
C: -0.425 -0.286 4.961  -0.01
C: -0.208 -0.538 3.616  -0.17
C: -2.281 3.994 3.145  -0.72
C: -2.023 4.778 1.857  -0.09
C: -1.141 4.301 4.132  -0.11
C: -3.573 4.500 3.799  -0.10
H: -2.953 1.396 -0.774  0.06
H: -1.459 1.954 0.060  0.00
H: -2.735 3.055 -0.255  0.08
H: -5.215 1.831 0.502  0.09
H: -4.635 3.344 1.190  0.07
H: -5.202 2.049 2.250  0.09
H: -4.092 -0.187 0.618  0.09
H: -3.803 -0.209 2.366  0.09
H: -2.445 -0.366 1.268  0.03
H: -0.010 2.132 3.449  0.09
H: -0.251 2.212 1.724  0.06
H: 0.541 -3.835 1.510  0.09
H: 1.821 -2.878 0.805  0.09
H: -1.050 -5.790 -1.251  0.07
H: -2.180 -5.961 0.083  0.10
H: -0.494 -5.608 0.418  0.08
H: -2.364 -3.913 -2.402  0.07
H: -3.039 -2.618 -1.401  0.05
H: -3.587 -4.280 -1.188  0.10
H: -1.635 -3.804 1.874  0.08
H: -3.220 -4.036 1.145  0.10
H: -2.459 -2.447 1.111  0.06
H: 1.161 -5.660 -1.359  0.07
H: 2.290 -4.650 -0.460  0.08
H: 2.579 -5.000 -2.156  0.10
H: -0.352 -4.704 -3.106  0.08
H: 1.038 -4.055 -3.961  0.10
H: -0.302 -2.989 -3.528  0.07
H: 2.608 -2.142 -1.238  0.07
H: 1.497 -1.489 -2.477  0.03
H: 2.718 -2.655 -2.919  0.10
H: 0.715 -3.824 3.753  0.11
H: 0.299 -3.382 6.147  0.11
H: -0.409 -1.157 6.909  0.11
H: -0.747 0.687 5.307  0.10
H: -1.174 4.382 1.294  0.05
H: -1.802 5.819 2.100  0.09
H: -2.894 4.782 1.202  0.07
H: -0.155 4.213 3.674  0.07
H: -1.173 3.655 5.011  0.08
H: -1.245 5.330 4.478  0.09
H: -4.460 4.307 3.200  0.06
H: -3.501 5.580 3.942  0.09
H: -3.725 4.041 4.776  0.09
N: 0.786 3.562 -0.748  0.12
C: 1.728 2.783 -0.063  -0.31
C: 2.484 3.412 0.935  0.01
C: 3.404 2.669 1.635  -0.01
C: 3.573 1.319 1.325  -0.02
C: 2.777 0.783 0.344  -0.13
N: 1.852 1.485 -0.343  -0.03
C: 0.438 3.442 -2.095  -0.30
C: 0.290 4.587 -2.883  0.02
C: -0.082 4.433 -4.200  -0.02
C: -0.270 3.153 -4.724  -0.03
C: -0.092 2.087 -3.875  -0.14
N: 0.218 2.221 -2.574  -0.03
H: 0.784 4.518 -0.426  0.14
H: 2.351 4.465 1.138  0.13
H: 4.000 3.133 2.408  0.13
H: 4.291 0.703 1.842  0.12
H: 2.860 -0.268 0.087  0.10
H: 0.480 5.566 -2.467  0.13
H: -0.204 5.303 -4.830  0.13
H: -0.536 2.997 -5.757  0.12
H: -0.232 1.068 -4.223  0.10
C: -4.252 -2.214 -4.603  -0.02
C: -4.185 -0.720 -4.261  -0.58
C: -5.452 -0.263 -3.528  -0.02
C: -3.935 0.128 -5.515  -0.02
C: -3.047 -0.511 -3.348  -0.11
N: -2.175 -0.344 -2.617  0.09
H: -5.063 -2.361 -5.316  0.10
H: -4.461 -2.815 -3.720  0.08
H: -3.328 -2.562 -5.062  0.10
H: -6.305 -0.438 -4.184  0.10
H: -5.417 0.800 -3.294  0.09
H: -5.610 -0.827 -2.609  0.09
H: -4.786 0.007 -6.184  0.10
H: -3.039 -0.194 -6.044  0.09
H: -3.847 1.185 -5.266  0.09

Atoms 1-2, force components in eV/Å:
0.027 0.185 -0.783
0.229 0.227 -0.110

***

[4]
C30H58ClNP2Si2W | the ωB97M-V functional and the def2-TZVPD basis

Total charge = 0
LUMO (alpha / beta) = 0.6 / 0.3 eV
Energy relative to the best compared isomer or geometry (same formula, charge and spin) = 138.9 kJ/mol
<S²> = 2.01
2S+1 = 3
HOMO level (alpha / beta) = -5.6743 / -5.5179 eV

Each line ends with the Löwdin charge.
Cartesian coordinates (Å):
W: -0.272 -0.098 0.309  1.15
C: -1.756 -0.043 1.906  -0.22
C: -1.833 1.145 1.106  -0.39
C: -2.193 0.687 -0.230  -0.27
Si: -1.503 2.898 1.723  0.53
C: -2.243 -0.725 -0.232  -0.28
C: -1.910 -1.218 1.100  -0.41
Si: -1.654 -2.997 1.695  0.54
H: -1.748 -0.046 2.987  0.09
H: -2.434 1.337 -1.059  0.09
H: -2.544 -1.346 -1.066  0.09
Cl: 0.999 0.100 -4.538  0.41
C: -1.509 -3.237 3.542  -0.17
C: -3.103 -4.036 1.133  -0.17
C: -1.258 2.975 3.570  -0.16
C: -2.949 3.994 1.278  -0.16
H: -4.020 -3.469 1.349  0.04
H: -3.120 -4.955 1.737  0.03
H: -3.105 -4.314 0.074  0.01
H: -0.485 -3.108 3.913  0.03
H: -1.815 -4.272 3.752  0.04
H: -2.186 -2.574 4.095  0.04
H: -3.872 3.408 1.388  0.04
H: -2.919 4.413 0.266  0.01
H: -2.983 4.822 2.001  0.03
H: -1.883 2.239 4.090  0.03
H: -1.576 3.975 3.900  0.04
H: -0.210 2.833 3.858  0.04
C: 0.011 -3.504 0.920  -0.41
C: 0.125 3.434 0.896  -0.42
P: 0.240 -2.662 -0.693  1.00
H: 0.071 -4.599 0.839  0.03
H: 0.828 -3.179 1.586  0.05
P: 0.324 2.683 -0.765  1.01
H: 0.962 3.077 1.520  0.05
H: 0.178 4.534 0.873  0.04
C: 1.761 3.623 -1.578  -0.53
C: -1.081 3.584 -1.709  -0.53
C: -1.127 -3.517 -1.721  -0.52
C: 1.703 -3.494 -1.539  -0.53
C: 2.787 -2.542 -2.039  -0.12
H: 1.259 -3.960 -2.432  0.08
C: 2.333 -4.593 -0.679  -0.12
H: 2.692 -4.187 0.276  0.08
H: 3.196 -5.011 -1.217  0.08
H: 1.643 -5.419 -0.473  0.06
H: 2.396 -1.665 -2.567  0.04
H: 3.420 -3.084 -2.759  0.09
H: 3.441 -2.215 -1.222  0.06
H: -2.052 -3.242 -1.198  0.05
C: -1.027 -5.052 -1.720  -0.11
C: -1.215 -2.982 -3.155  -0.11
H: -1.100 -5.490 -0.717  0.07
H: -0.100 -5.403 -2.191  0.07
H: -1.864 -5.452 -2.311  0.09
H: -1.561 -1.943 -3.204  0.06
H: -1.948 -3.587 -3.709  0.08
H: -0.260 -3.054 -3.690  0.08
H: -1.991 3.249 -1.191  0.06
C: -1.167 3.127 -3.173  -0.11
C: -1.017 5.115 -1.620  -0.12
H: -1.076 5.495 -0.594  0.06
H: -1.877 5.526 -2.169  0.08
H: -0.110 5.514 -2.092  0.07
H: -1.693 2.172 -3.280  0.06
H: -0.182 3.025 -3.647  0.07
H: -1.738 3.871 -3.746  0.08
C: 2.885 2.741 -2.125  -0.13
C: 2.357 4.713 -0.686  -0.13
H: 1.286 4.102 -2.447  0.08
H: 2.725 4.294 0.260  0.08
H: 1.646 5.516 -0.460  0.06
H: 3.212 5.168 -1.207  0.08
H: 3.497 2.312 -1.322  0.06
H: 3.556 3.373 -2.727  0.08
H: 2.532 1.946 -2.789  0.04
C: 0.357 0.055 -2.763  -0.52
H: 1.043 0.722 -2.219  -0.06
H: -0.673 0.415 -2.800  0.01
H: 0.425 -1.001 -2.465  -0.06
C: 2.439 -0.003 0.052  -0.11
C: 2.192 -0.011 1.491  -0.41
C: 3.124 0.056 2.529  -0.08
C: 2.412 -0.003 3.731  -0.08
C: 1.054 -0.098 3.414  -0.34
C: 0.013 -0.197 4.442  -0.07
N: 0.925 -0.100 2.019  -0.07
H: 1.559 -0.328 -0.593  -0.02
H: 3.249 -0.713 -0.168  0.08
H: 2.778 0.987 -0.286  0.05
H: 4.191 0.136 2.365  0.09
H: 2.795 0.012 4.745  0.09
H: 0.529 -0.268 5.414  0.09
H: -0.615 0.699 4.491  0.04
H: -0.594 -1.104 4.349  0.03

Atoms 1-2, force components in eV/Å:
0.137 -1.118 -0.576
-1.606 0.668 -0.100

***

Question: total charge of number 3 (C39H62BN6NdP2)?
Answer: +2